A gas-phase ion, C16H32FN4 (charge +1). Source: OMol25; level of theory: ωB97M-V with the def2-TZVPD basis set.

Calculated values
Charge   +1
Energy   -25769.95516 eV
SMILES   CCCCCCCCCn1c(NCCCC)cn(F)c1=[NH2+]
LUMO   -3.73 eV
HOMO level   -12.28 eV

Structure (XYZ):
```
53
Properties=species:S:1:pos:R:3:nbo_charge:R:1
C -1.71 2.57 -5.96 -0.6324
C -1.09 2.14 -4.47 -0.4134
C -2.07 2.54 -3.23 -0.4300
C -3.12 1.37 -2.76 -0.4129
C -2.66 0.61 -1.34 -0.4294
C -1.36 -0.33 -1.70 -0.4360
C -1.54 -1.89 -1.24 -0.4133
C -1.76 -2.11 0.38 -0.4408
C -0.50 -1.67 1.31 -0.2528
N -0.58 -0.30 1.92 -0.3824
C 0.67 0.58 2.09 0.3746
N 2.12 0.31 1.73 -0.6340
C 2.77 -0.69 2.66 -0.2405
C 4.41 -0.48 2.64 -0.4276
C 5.20 -1.85 3.09 -0.4153
C 4.99 -3.12 2.07 -0.6496
C 0.26 1.99 2.83 -0.1422
N -1.25 1.89 3.06 0.0510
F -2.03 2.82 3.68 -0.1103
C -1.70 0.52 2.51 0.5549
N -3.15 0.08 2.62 -0.8053
H -2.38 3.53 -5.80 0.2096
H -0.78 2.79 -6.64 0.2253
H -2.39 1.72 -6.42 0.2157
H -0.05 2.71 -4.34 0.2102
H -0.83 1.00 -4.55 0.2008
H -2.69 3.50 -3.58 0.2223
H -1.38 2.93 -2.34 0.2055
H -3.26 0.54 -3.61 0.2161
H -4.18 1.91 -2.61 0.2225
H -2.32 1.42 -0.55 0.1989
H -3.60 0.02 -0.94 0.2032
H -1.28 -0.33 -2.89 0.2366
H -0.37 0.11 -1.22 0.2077
H -2.55 -2.29 -1.75 0.2268
H -0.69 -2.61 -1.67 0.2298
H -2.80 -1.64 0.66 0.2153
H -1.90 -3.29 0.52 0.2493
H -0.23 -2.44 2.18 0.2468
H 0.46 -1.67 0.60 0.2657
H 2.63 1.24 1.77 0.4054
H 2.53 -1.77 2.22 0.2063
H 2.35 -0.64 3.76 0.2013
H 4.71 0.37 3.43 0.2212
H 4.78 -0.06 1.59 0.2253
H 6.36 -1.61 3.11 0.2306
H 4.88 -2.19 4.16 0.2173
H 5.92 -3.84 2.07 0.2384
H 4.84 -2.78 0.94 0.2150
H 4.06 -3.78 2.41 0.2074
H 0.99 2.86 3.14 0.2973
H -3.58 0.27 1.67 0.4114
H -3.15 -0.95 2.79 0.4028
```

A molecular structure, C2Cl2N2O12Zr2. Source: OMol25; level of theory: ωB97M-V with the def2-TZVPD basis set.

Calculated values
Charge   0
Energy   -57208.15927 eV
LUMO   -4.35 eV
HOMO level   -6.74 eV

Structure (XYZ):
```
20
Properties=species:S:1:pos:R:3:mulliken_charge:R:1
Zr -1.48 0.22 -3.30 1.3301
Zr -2.49 -1.55 2.70 0.7973
C -0.49 -0.27 4.21 1.0769
O 0.59 0.19 4.05 -0.5623
O -1.44 0.20 3.57 -0.6963
O -0.64 -1.45 3.89 -0.6699
C 1.36 2.17 0.72 0.9030
O 0.93 1.40 1.44 -0.2071
O 2.38 2.47 1.43 -0.1858
O 1.47 2.70 -0.38 -0.5131
Cl -0.12 2.45 -2.98 -0.2693
Cl -3.42 0.03 -1.76 -0.3292
N 1.18 -1.57 -3.16 1.2474
O -0.03 -1.69 -3.15 -0.6751
O 1.59 -0.50 -3.12 -0.5467
O 1.89 -2.62 -3.06 -0.6196
N -0.36 -0.50 -0.23 0.4209
O -0.56 0.01 -1.31 0.1696
O -1.15 -0.71 0.81 -0.3018
O 0.76 -0.99 -0.36 -0.3691
```

A molecular structure, C22H20BCaF5N8S. Source: OMol25; level of theory: ωB97M-V with the def2-TZVPD basis set.

Calculated values
Relative energy (zero: lowest compared OMol25 entry of this formula, charge and spin)   11.3 kcal/mol
Charge   +1
Energy   -78594.90902 eV
Multiplicity   2
LUMO (alpha / beta)   -3.12 / -6.87 eV
HOMO level (alpha / beta)   -11.14 / -11.14 eV

Structure (XYZ):
```
58
Properties=species:S:1:pos:R:3:mulliken_spin:R:1
Ca -0.04 0.01 0.06 0.0033
C -1.79 -1.11 -3.03 0.0022
C -1.59 -2.07 -1.92 -0.0036
C -2.06 -3.38 -1.80 0.0003
C -1.59 -3.81 -0.58 0.0002
N -0.87 -2.82 -0.02 -0.0011
N -0.88 -1.76 -0.84 -0.0016
B -0.16 -2.82 1.35 -0.0038
N 1.31 -2.35 1.21 -0.0009
C 2.41 -2.95 1.69 0.0002
C 3.50 -2.19 1.36 0.0003
C 2.97 -1.09 0.68 -0.0036
C 3.69 0.07 0.08 0.0022
N 1.65 -1.21 0.60 -0.0018
N -0.90 -1.85 2.28 -0.0035
C -1.52 -2.05 3.46 0.0003
C -2.03 -0.84 3.89 0.0008
C -1.66 0.08 2.90 -0.0018
C -1.95 1.53 2.86 0.0123
N -0.98 -0.55 1.94 0.0042
N -0.13 -4.26 1.85 -0.0001
C 0.46 -5.30 1.20 0.0000
C 0.27 -6.43 1.96 0.0000
C -0.46 -5.99 3.08 0.0000
C -0.96 -6.75 4.25 0.0000
N -0.68 -4.69 2.97 0.0000
H -2.40 -1.56 -3.81 0.0001
H -0.82 -0.84 -3.47 0.0004
H -2.29 -0.20 -2.67 0.0002
H -2.66 -3.93 -2.49 0.0000
H -1.73 -4.76 -0.09 0.0000
H 2.37 -3.88 2.24 0.0000
H 4.53 -2.38 1.59 0.0000
H 4.75 -0.02 0.26 0.0001
H 3.34 1.01 0.52 0.0002
H 3.52 0.10 -1.00 0.0004
H -1.57 -3.02 3.91 0.0000
H -2.58 -0.65 4.79 -0.0001
H -2.52 1.82 3.74 0.0008
H -2.54 1.78 1.97 -0.0011
H -1.02 2.11 2.83 -0.0012
H 0.96 -5.17 0.26 0.0000
H 0.60 -7.43 1.75 0.0000
H -0.69 -7.80 4.16 0.0000
H -2.04 -6.66 4.31 0.0000
H -0.55 -6.34 5.16 0.0000
F 2.05 4.05 -5.14 0.0201
C 1.46 3.75 -4.00 0.1597
C 1.47 2.44 -3.51 -0.0219
F 2.06 1.45 -4.18 -0.0027
C 0.85 2.17 -2.31 0.0888
F 0.86 0.88 -1.85 0.0173
C 0.20 3.14 -1.54 -0.0598
S -0.56 2.76 -0.06 0.7068
C 0.21 4.46 -2.05 0.1182
F -0.39 5.41 -1.36 0.0146
C 0.83 4.76 -3.26 -0.0398
F 0.83 6.00 -3.73 -0.0053
```

A gas-phase ion, C9H14NO5S (charge -1). Source: OMol25; level of theory: ωB97M-V with the def2-TZVPD basis set.

Calculated values
Relative energy (zero: lowest compared OMol25 entry of this formula, charge and spin)   151.5 kcal/mol
Charge   -1
Energy   -32116.89503 eV
SMILES   CCSCN[C@@H](CC(=O)OC(C)=O)C(=O)[O-]
LUMO   2.54 eV
HOMO level   -4.07 eV

Structure (XYZ):
```
30
Properties=species:S:1:pos:R:3:nbo_charge:R:1
C -2.51 -2.17 1.05 -0.6466
C -1.73 -2.98 -0.15 -0.5218
S -0.40 -1.92 -1.02 0.1401
C -1.23 -0.89 -2.35 -0.3458
N -0.80 0.56 -2.40 -0.6603
C -0.82 1.23 -1.04 -0.1488
C 0.76 1.52 -0.64 -0.5110
C 1.01 1.54 1.01 0.7794
O 0.54 2.63 1.68 -0.5256
O 1.68 0.43 1.73 -0.5626
C 3.13 0.42 1.45 0.7896
C 4.19 0.16 2.72 -0.7162
O 3.70 0.55 0.24 -0.5765
C -1.54 2.74 -1.16 0.7076
O -2.46 3.11 -0.23 -0.7369
O -1.25 3.71 -2.22 -0.8323
H -3.62 -2.60 1.15 0.2026
H -2.53 -1.00 0.91 0.2449
H -1.98 -2.47 2.08 0.2078
H -1.16 -3.89 0.33 0.2246
H -2.53 -3.38 -0.93 0.2152
H -2.42 -1.00 -2.32 0.1893
H -0.91 -1.37 -3.39 0.2054
H -1.50 1.06 -3.03 0.4015
H -1.42 0.66 -0.21 0.2150
H 1.17 2.52 -1.16 0.2890
H 1.41 0.64 -1.12 0.2391
H 4.46 1.19 3.23 0.2542
H 5.13 -0.42 2.33 0.2463
H 3.63 -0.58 3.47 0.2326
```

A single C5H6N2S molecule. Source: OMol25; level of theory: ωB97M-V with the def2-TZVPD basis set.

Calculated values
Relative energy (zero: lowest compared OMol25 entry of this formula, charge and spin)   0.0 kcal/mol
Charge   0
Energy   -19098.01068 eV
SMILES   Nc1cccc(S)n1
LUMO   0.97 eV
HOMO level   -8.10 eV

Structure (XYZ):
```
14
Properties=species:S:1:pos:R:3:nbo_charge:R:1
N 1.45 0.86 1.88 -0.7851
C 0.65 0.36 0.91 0.4055
C -0.25 -0.71 1.18 -0.3382
C -0.99 -1.21 0.14 -0.1285
C -0.88 -0.64 -1.15 -0.3424
C 0.00 0.42 -1.29 0.1069
S 0.25 1.26 -2.84 0.0487
N 0.73 0.93 -0.31 -0.5183
H 1.84 1.75 1.67 0.3975
H 1.12 0.74 2.86 0.3884
H -0.20 -1.19 2.18 0.2151
H -1.70 -2.04 0.30 0.2182
H -1.42 -1.05 -1.96 0.2174
H -0.60 0.52 -3.56 0.1148
```

A molecular structure, C5H7N2. Source: OMol25; level of theory: ωB97M-V with the def2-TZVPD basis set.

Calculated values
Relative energy (zero: lowest compared OMol25 entry of this formula, charge and spin)   107.2 kcal/mol
Charge   +1
Energy   -8268.13074 eV
LUMO   -5.62 eV
HOMO level   -14.88 eV

Structure (XYZ):
```
14
Properties=species:S:1:pos:R:3:nbo_charge:R:1
C 0.45 0.21 -1.55 0.3363
C -0.05 0.37 -0.19 -0.2308
C 0.26 -1.19 -0.15 0.4664
C -1.24 1.03 0.72 -0.3426
C 0.24 1.29 1.03 -0.3504
N 0.68 -1.11 -1.51 -0.5006
N 0.27 -1.89 0.82 -0.5600
H 0.45 0.80 -2.43 0.2498
H -1.95 1.85 0.48 0.2675
H -1.81 0.29 1.46 0.2710
H 0.68 0.74 1.87 0.2608
H 0.61 2.27 0.79 0.2496
H 1.08 -1.72 -2.23 0.4632
H 0.33 -2.94 0.90 0.4199
```

2 unconnected molecules or ions with the total composition C3H7N4. Source: OMol25; level of theory: ωB97M-V with the def2-TZVPD basis set.

Calculated values
Relative energy (zero: lowest compared OMol25 entry of this formula, charge and spin)   30.6 kcal/mol
Charge   +1
Energy   -9177.19144 eV
LUMO   -4.06 eV
HOMO level   -14.57 eV

Structure (XYZ):
```
14
Properties=species:S:1:pos:R:3:nbo_charge:R:1
C 4.06 -0.88 -1.92 0.2151
C -2.46 0.59 1.00 0.2619
C -0.43 -0.28 0.13 0.4093
N 3.14 -0.89 -1.26 -0.4185
N -3.24 -0.28 0.54 -0.6161
N -1.04 0.53 1.02 -0.5688
N 0.81 0.01 -0.10 -0.6857
H 4.89 -0.54 -2.42 0.2466
H -2.80 1.48 1.59 0.1790
H -0.87 -1.23 -0.30 0.2807
H -4.21 -0.09 0.79 0.3886
H -0.56 1.39 1.17 0.4114
H 1.44 -0.63 -0.65 0.4759
H 1.25 0.82 0.43 0.4206
```

Which value of energy does entry 5 give?
-19098.01068 eV